DFT (ωB97M-V/def2-TZVPD) results for C28H25AuN4O3 as an isolated structure at a distorted geometry.

```
61
C28H25AuN4O3 | OMol25 | ωB97M-V/def2-TZVPD
Au -0.451 0.127 -0.126
O -1.337 -0.111 1.878
O -3.326 0.917 -0.989
O -2.398 2.323 0.508
N 0.737 -0.613 2.730
N -0.429 0.437 -2.247
N 2.468 -0.767 -0.993
N 1.122 -0.829 1.457
C -1.346 -2.946 -3.328
C 0.031 1.612 -2.801
C -0.354 -0.143 5.343
C 2.654 -1.772 -0.130
C 3.962 -2.977 -1.745
C 2.658 -2.513 2.323
C -2.060 -2.688 -4.494
C 3.024 -0.846 -2.196
C -3.566 3.172 0.479
C -2.416 1.241 -0.284
C -2.247 -1.375 -4.908
C 1.037 2.863 -4.622
C 3.411 -2.894 -0.478
C -0.496 -0.159 2.832
C -1.700 -0.330 -4.190
C -1.859 1.224 6.629
C -0.817 -1.908 -2.590
C 0.130 2.764 -2.000
C -0.821 0.305 6.570
C 2.081 -1.652 1.230
C 1.084 4.004 -3.828
C -2.431 1.700 5.456
C -0.935 0.320 4.168
C 3.774 -1.929 -2.629
C -1.977 1.242 4.230
C -0.949 -0.578 -3.025
C 0.520 1.685 -4.124
C 0.632 3.942 -2.514
H 1.427 2.887 -5.631
H -1.898 0.693 -4.481
H -0.277 -2.113 -1.672
H -1.210 -3.963 -2.986
H 4.538 -3.845 -2.037
H -0.199 2.723 -0.970
H -2.490 -3.504 -5.061
H -4.444 2.593 0.209
H 2.869 0.008 -2.848
H 0.530 0.794 -4.736
H 4.194 -1.942 -3.626
H 3.742 -2.393 2.388
H -2.226 1.566 7.589
H 2.210 -2.240 3.271
H -3.406 3.966 -0.251
H 3.564 -3.692 0.233
H 1.491 4.925 -4.224
H -2.413 1.585 3.300
H 2.446 -3.567 2.127
H 0.684 4.818 -1.881
H -2.844 -1.162 -5.786
H -0.375 -0.067 7.483
H -3.668 3.596 1.474
H -3.236 2.423 5.497
H 0.459 -0.854 5.284
```

Properties
* charge: 0
* electronic energy: -1662.30980 Eh
* <S²>: 2.052
* E_HOMO (spin up / spin down): -6.74 / -7.56 eV
* LUMO energy (spin up / spin down): 0.3 / -2.2 eV
* multiplicity: 3
* frontier orbital gap (spin up / spin down): 7.04 / 5.40 eV

---

DFT (ωB97M-V/def2-TZVPD) results for C28H25BrNPV as an isolated structure at a distorted geometry.

```
57
C28H25BrNPV | OMol25 | ωB97M-V/def2-TZVPD
Br 1.265 -3.080 -1.562
V -0.179 -1.136 -2.132
P -0.209 0.213 0.859
N -0.311 -0.132 -0.685
C 0.134 -1.079 3.293
C 1.596 2.293 0.939
C 2.233 0.447 -2.155
C 2.461 0.146 1.668
C 1.240 0.627 -4.229
C -0.297 -1.199 1.962
C 1.383 0.934 1.220
C 1.290 1.211 -2.929
C 0.004 -2.168 4.156
C -1.816 2.422 0.566
C 2.728 -0.612 -2.979
C -2.811 3.311 0.975
C -3.369 1.868 2.834
C 2.096 -0.510 -4.249
C -1.016 -1.481 -4.081
C -2.347 0.992 2.468
C -1.556 -0.281 -3.521
C -0.556 -3.364 3.695
C 3.738 0.706 1.782
C -2.057 -2.044 -2.082
C 2.893 2.813 0.956
C 3.977 2.031 1.386
C -2.213 -0.623 -2.295
C -3.606 3.033 2.097
C -1.556 1.283 1.348
C -0.882 -2.392 1.500
C -1.353 -2.571 -3.220
C -1.002 -3.472 2.372
H 0.757 2.094 -2.587
H -1.212 -2.470 0.454
H -1.139 -3.620 -3.411
H -0.649 -4.215 4.370
H -2.957 4.238 0.431
H 0.349 -2.074 5.185
H -1.439 -4.397 2.010
H 4.558 0.110 2.185
H 2.309 -0.892 1.961
H -4.383 3.735 2.418
H 0.748 2.942 0.727
H 3.067 3.842 0.644
H 0.683 1.033 -5.072
H 2.545 0.667 -1.137
H 4.990 2.456 1.435
H -2.153 0.101 3.061
H -3.966 1.647 3.716
H -1.233 2.618 -0.336
H -2.758 0.074 -1.671
H -1.500 0.717 -3.954
H -0.467 -1.550 -5.017
H 2.292 -1.153 -5.102
H 3.490 -1.326 -2.690
H 0.590 -0.158 3.649
H -2.424 -2.608 -1.228
```

Properties
* charge: -2
* electronic energy: -4996.03302 Eh
* <S²>: 3.780
* E_HOMO (spin up / spin down): 1.91 / -0.46 eV
* LUMO energy (spin up / spin down): 4.7 / 4.7 eV
* multiplicity: 4
* frontier orbital gap (spin up / spin down): 2.80 / 5.12 eV